Entry from the Open Molecules 2025 dataset: the molecule C4H8N2O (ωB97M-V with the def2-TZVPD basis set).

```
15
Properties=species:S:1:pos:R:3:forces:R:3
O -0.357503 1.675760 0.042761 -0.1066 0.0418 0.1663
N 1.374575 0.831776 -2.709329 -0.5892 -0.1535 0.9342
N 0.257505 -0.289593 1.806702 0.0752 -0.1597 0.1091
C 0.757592 0.683847 -1.742753 0.5376 0.0985 -0.8638
C -1.272676 -0.381340 -0.845485 -0.0818 -0.0411 -0.0210
C -0.016397 0.427061 -0.507525 0.0485 -0.2222 -0.1645
C 0.893429 -0.328242 0.493257 0.1414 0.0030 -0.1143
H 1.078790 -1.348228 0.134020 -0.0389 0.1713 0.0277
H -1.801626 -0.615969 0.084790 0.0715 0.0518 -0.1310
H -0.124849 -1.189690 2.067080 -0.0309 0.1173 0.0004
H 1.854191 0.191826 0.534025 -0.1180 -0.0473 -0.0208
H -0.593001 1.459190 0.962767 0.0446 0.1038 -0.0556
H -1.032467 -1.314481 -1.365277 0.0314 0.1360 0.0855
H 0.914253 -0.016591 2.525674 -0.0678 -0.0344 -0.0428
H -1.931819 0.214674 -1.480707 0.0829 -0.0652 0.0907
```
Positions in Å, forces in eV/Å.

Computed properties:
Gap between HOMO and LUMO = 11.0 eV
E_LUMO = 0.6 eV
SMILES = C[C@](O)(C#N)CN
F_max = 1.1 eV/A
Total energy = -341.95350 hartree
HOMO energy = -10.3 eV
Relative energy (zero: lowest compared OMol25 entry of this formula, charge and spin) = 31.5 kcal per mole
Multiplicity = 1